# 1
{"formula": "C19H38Cl8O15", "method": "the ωB97M-V functional and the def2-TZVPD basis", "gap_ev": 10.83, "e_lumo_ev": 0.408, "smiles": "COC(=O)OC.COC(=O)OC.COC(=O)OC.COC(=O)OC.COC(=O)OC.ClCCl.ClCCl.ClCCl.ClCCl", "relative_energy_kcal_mol": 53.61, "species": ["C", "O", "C", "O", "O", "C", "H", "H", "H", "H", "H", "H", "C", "O", "C", "O", "O", "C", "H", "H", "H", "H", "H", "H", "C", "O", "C", "O", "O", "C", "H", "H", "H", "H", "H", "H", "C", "O", "C", "O", "O", "C", "H", "H", "H", "H", "H", "H", "C", "O", "C", "O", "O", "C", "H", "H", "H", "H", "H", "H", "C", "Cl", "Cl", "H", "H", "C", "Cl", "Cl", "H", "H", "C", "Cl", "Cl", "H", "H", "C", "Cl", "Cl", "H", "H"], "xyz": [[37.846, 8.807, 4.178], [37.974, 8.056, 5.318], [37.966, 8.669, 6.533], [38.002, 9.863, 6.807], [37.997, 7.609, 7.343], [38.217, 7.731, 8.759], [36.808, 9.076, 3.980], [38.100, 8.054, 3.432], [38.537, 9.648, 4.112], [37.704, 8.637, 9.081], [39.274, 7.571, 8.971], [37.835, 6.884, 9.330], [38.815, 4.895, 5.091], [38.531, 4.390, 3.770], [37.199, 3.970, 3.511], [36.269, 3.765, 4.364], [37.066, 3.628, 2.179], [35.882, 2.908, 1.725], [38.602, 4.176, 5.882], [38.384, 5.863, 5.347], [39.903, 4.949, 5.090], [35.041, 3.389, 2.224], [35.965, 1.852, 1.985], [35.773, 2.964, 0.642], [34.249, 9.147, 5.391], [34.863, 8.353, 6.349], [34.229, 7.246, 6.800], [33.034, 6.889, 6.591], [35.042, 6.567, 7.622], [34.795, 5.291, 8.230], [33.205, 9.394, 5.585], [34.182, 8.582, 4.461], [34.900, 9.996, 5.178], [33.734, 5.040, 8.211], [35.128, 5.291, 9.268], [35.517, 4.605, 7.787], [42.819, 3.734, 11.373], [42.577, 2.466, 10.737], [41.541, 1.705, 11.162], [40.539, 2.024, 11.801], [41.831, 0.421, 10.876], [40.881, -0.643, 11.127], [43.748, 4.236, 11.102], [42.855, 3.529, 12.443], [42.089, 4.537, 11.265], [40.497, -0.978, 10.164], [40.051, -0.468, 11.811], [41.395, -1.448, 11.652], [33.899, 3.976, 11.621], [35.060, 4.779, 12.054], [36.317, 4.365, 11.728], [36.608, 3.488, 10.957], [37.255, 5.179, 12.354], [38.618, 5.120, 12.000], [34.052, 2.901, 11.534], [33.476, 4.132, 10.628], [33.078, 3.981, 12.337], [39.187, 5.115, 12.930], [38.973, 6.011, 11.482], [38.939, 4.264, 11.408], [34.423, 1.602, 5.713], [32.929, 2.635, 5.585], [34.088, 0.446, 7.006], [34.531, 1.095, 4.754], [35.363, 2.118, 5.907], [39.024, 2.902, 8.591], [39.493, 4.654, 8.540], [37.497, 2.592, 7.804], [39.824, 2.284, 8.183], [38.949, 2.516, 9.608], [43.456, 3.232, 7.160], [42.098, 2.241, 6.621], [42.985, 4.856, 7.563], [43.854, 2.734, 8.045], [44.155, 3.216, 6.323], [37.408, -0.957, 7.448], [38.135, -1.612, 8.914], [37.897, -2.076, 6.144], [36.321, -0.999, 7.512], [37.766, 0.031, 7.158]]}

***

# 2
{"formula": "C19H38O7", "method": "the ωB97M-V functional and the def2-TZVPD basis", "gap_ev": 9.59, "e_lumo_ev": 0.406, "smiles": "CCOC(C)=O.CC(C)=O.CC(C)=O.CC(C)=O.CC(C)=O.CC(C)=O", "relative_energy_kcal_mol": 122.83, "species": ["O", "C", "O", "C", "C", "C", "H", "H", "H", "H", "H", "H", "H", "H", "C", "C", "O", "C", "H", "H", "H", "H", "H", "H", "C", "C", "O", "C", "H", "H", "H", "H", "H", "H", "C", "C", "O", "C", "H", "H", "H", "H", "H", "H", "C", "C", "O", "C", "H", "H", "H", "H", "H", "H", "C", "C", "O", "C", "H", "H", "H", "H", "H", "H"], "xyz": [[3.235, -1.090, -0.677], [3.485, 0.135, -0.833], [3.392, 0.805, -1.970], [2.866, 0.186, -3.180], [2.613, 1.168, -4.260], [4.169, 0.993, 0.201], [1.789, -0.087, -2.737], [3.485, -0.737, -3.531], [1.942, 1.857, -4.039], [2.039, 0.490, -4.967], [3.590, 1.562, -4.699], [4.377, 0.451, 1.101], [3.464, 1.833, 0.292], [5.123, 1.473, -0.228], [-1.172, 1.408, -2.040], [-1.271, 0.725, -0.655], [-2.467, 0.348, -0.207], [-0.062, 0.468, 0.290], [-1.127, 2.526, -1.808], [-2.024, 1.313, -2.584], [-0.496, 0.997, -2.869], [-0.377, -0.053, 1.237], [0.386, 1.277, 0.428], [0.461, -0.127, -0.226], [-3.379, 0.686, 3.304], [-2.589, -0.408, 3.972], [-1.445, -0.725, 3.746], [-3.356, -1.311, 4.990], [-4.002, 0.252, 2.656], [-2.816, 1.340, 2.625], [-3.952, 1.318, 4.022], [-2.784, -2.204, 5.436], [-4.302, -1.480, 4.481], [-3.626, -0.719, 5.919], [3.937, -3.230, 3.646], [2.892, -2.096, 3.302], [3.359, -0.934, 3.364], [1.512, -2.475, 3.166], [4.990, -2.835, 3.579], [3.932, -4.057, 2.950], [3.637, -3.688, 4.484], [0.867, -1.698, 2.841], [1.181, -2.767, 4.182], [1.218, -3.152, 2.383], [-3.080, 4.469, 0.091], [-1.875, 4.559, 0.871], [-1.649, 4.043, 2.119], [-0.752, 5.404, 0.238], [-3.713, 4.057, 0.849], [-3.078, 3.774, -0.746], [-3.414, 5.467, -0.296], [-0.171, 4.724, -0.550], [-0.148, 5.727, 1.117], [-1.126, 6.321, -0.249], [-1.902, -2.641, -3.227], [-1.038, -3.270, -4.373], [-0.265, -2.536, -5.102], [-1.003, -4.809, -4.585], [-1.489, -1.649, -2.971], [-1.942, -3.199, -2.275], [-2.840, -2.626, -3.639], [-0.323, -5.175, -5.366], [-1.957, -5.062, -5.123], [-0.916, -5.347, -3.854]]}

***

# 3
{"formula": "C19H38O7S", "method": "the ωB97M-V functional and the def2-TZVPD basis", "gap_ev": 9.99, "e_lumo_ev": 0.440, "smiles": "CCC[C@@H]1CCCOS1(=O)=O.CC(C)=O.CC(C)=O.CC(C)=O.CC(C)=O", "species": ["C", "C", "C", "C", "C", "C", "C", "O", "S", "O", "O", "H", "H", "H", "H", "H", "H", "H", "H", "H", "H", "H", "H", "H", "H", "C", "C", "O", "C", "H", "H", "H", "H", "H", "H", "C", "C", "O", "C", "H", "H", "H", "H", "H", "H", "C", "C", "O", "C", "H", "H", "H", "H", "H", "H", "C", "C", "O", "C", "H", "H", "H", "H", "H", "H"], "xyz": [[3.056, -0.342, -0.150], [2.181, -1.280, 0.729], [1.825, -2.569, -0.075], [0.301, -2.886, -0.180], [-0.331, -1.916, -1.247], [-1.621, -1.156, -0.803], [-1.607, -0.720, 0.673], [-1.755, -1.832, 1.571], [-0.559, -2.951, 1.434], [0.364, -2.812, 2.586], [-1.227, -4.279, 1.513], [3.347, 0.588, 0.359], [2.457, -0.090, -1.051], [3.971, -0.871, -0.486], [1.303, -0.785, 1.166], [2.820, -1.606, 1.567], [2.353, -3.466, 0.273], [2.160, -2.395, -1.115], [0.219, -3.903, -0.589], [0.403, -1.176, -1.589], [-0.613, -2.531, -2.119], [-2.503, -1.737, -1.096], [-1.658, -0.231, -1.399], [-0.694, -0.146, 0.900], [-2.486, -0.079, 0.824], [6.812, -0.699, 2.048], [6.570, 0.107, 0.800], [5.972, -0.358, -0.145], [7.096, 1.516, 0.774], [6.379, -1.691, 1.928], [7.885, -0.802, 2.222], [6.343, -0.210, 2.903], [8.181, 1.512, 0.890], [6.635, 2.097, 1.574], [6.847, 1.975, -0.182], [-3.757, 3.395, -2.085], [-4.238, 2.004, -1.765], [-3.545, 1.225, -1.148], [-5.613, 1.620, -2.242], [-2.754, 3.533, -1.682], [-3.725, 3.538, -3.166], [-4.422, 4.132, -1.633], [-5.661, 1.686, -3.330], [-6.358, 2.281, -1.795], [-5.829, 0.595, -1.944], [3.934, 5.189, 0.893], [3.452, 3.791, 1.177], [4.136, 3.003, 1.790], [2.086, 3.413, 0.666], [4.928, 5.323, 1.317], [3.985, 5.354, -0.184], [3.257, 5.915, 1.348], [2.058, 3.501, -0.421], [1.331, 4.063, 1.111], [1.869, 2.382, 0.941], [-7.795, -3.192, -0.134], [-6.601, -2.544, -0.785], [-6.691, -1.997, -1.862], [-5.293, -2.602, -0.043], [-8.666, -3.074, -0.776], [-7.606, -4.256, 0.013], [-7.999, -2.716, 0.827], [-4.995, -3.642, 0.107], [-5.389, -2.098, 0.921], [-4.526, -2.099, -0.626]]}

***

# 4
{"formula": "C19H39ClN2O8P2", "method": "the ωB97M-V functional and the def2-TZVPD basis", "gap_ev": 7.42, "e_lumo_ev": -2.307, "smiles": "C[C@@H](Cl)C[C@H](C#N)CC#N.CCOP(=O)(OCC)OCC.CCOP(=O)(OCC)OCC", "species": ["C", "C", "Cl", "C", "C", "C", "N", "C", "C", "N", "H", "H", "H", "H", "H", "H", "H", "H", "H", "O", "P", "O", "C", "C", "O", "C", "C", "O", "C", "C", "H", "H", "H", "H", "H", "H", "H", "H", "H", "H", "H", "H", "H", "H", "H", "O", "P", "O", "C", "C", "O", "C", "C", "O", "C", "C", "H", "H", "H", "H", "H", "H", "H", "H", "H", "H", "H", "H", "H", "H", "H"], "xyz": [[-2.325, 1.103, -4.238], [-1.540, 0.400, -5.493], [-1.508, 1.690, -6.875], [0.075, 0.093, -5.180], [0.168, -1.252, -4.257], [-0.172, -0.982, -2.642], [-0.271, -0.360, -1.486], [1.597, -2.044, -4.287], [2.760, -1.377, -5.228], [3.489, -1.029, -6.269], [-1.674, 1.818, -3.581], [-2.769, 0.238, -3.545], [-3.266, 1.666, -4.696], [-2.077, -0.531, -5.960], [0.477, 0.994, -4.534], [0.572, 0.010, -6.243], [-0.693, -1.992, -4.623], [2.036, -2.061, -3.177], [1.362, -3.181, -4.536], [0.484, -4.539, 0.160], [1.452, -3.979, 1.231], [1.747, -5.463, 1.899], [2.534, -6.380, 1.159], [3.990, -5.959, 1.136], [0.205, -3.506, 2.223], [-0.880, -2.781, 1.661], [-2.110, -3.671, 1.627], [2.533, -3.353, 2.427], [2.267, -3.271, 3.822], [2.417, -4.590, 4.552], [2.143, -6.487, 0.143], [2.445, -7.355, 1.649], [4.112, -5.008, 0.609], [4.603, -6.714, 0.633], [4.371, -5.816, 2.151], [-0.634, -2.404, 0.663], [-1.070, -1.912, 2.298], [-1.919, -4.606, 1.090], [-2.949, -3.159, 1.144], [-2.408, -3.947, 2.643], [1.302, -2.799, 4.034], [3.018, -2.581, 4.223], [1.582, -5.262, 4.333], [2.431, -4.428, 5.634], [3.341, -5.097, 4.263], [-2.064, 4.574, -0.915], [-1.096, 5.134, 0.155], [-0.801, 3.650, 0.823], [-0.014, 2.733, 0.084], [1.442, 3.154, 0.060], [-2.343, 5.606, 1.147], [-3.428, 6.332, 0.585], [-4.659, 5.442, 0.551], [-0.015, 5.760, 1.352], [-0.282, 5.842, 2.746], [-0.131, 4.523, 3.476], [-0.406, 2.626, -0.932], [-0.104, 1.758, 0.574], [1.564, 4.105, -0.467], [2.055, 2.399, -0.442], [1.822, 3.297, 1.076], [-3.182, 6.708, -0.413], [-3.618, 7.200, 1.223], [-4.467, 4.507, 0.015], [-5.497, 5.954, 0.069], [-4.956, 5.166, 1.568], [-1.246, 6.313, 2.959], [0.470, 6.532, 3.147], [-0.966, 3.851, 3.257], [-0.117, 4.684, 4.559], [0.792, 4.015, 3.188]]}

***

# 5
{"formula": "C19H39IrN4O9P3S2", "method": "the ωB97M-V functional and the def2-TZVPD basis", "multiplicity": 2, "gap_ev": [5.87, 5.97], "e_lumo_ev": [-7.210, -7.120], "relative_energy_kcal_mol": 66.75, "charge": 2, "s2": 0.77, "species": ["Ir", "C", "C", "N", "C", "C", "C", "C", "C", "C", "C", "N", "C", "C", "N", "N", "H", "H", "H", "H", "H", "H", "H", "H", "H", "H", "H", "H", "H", "H", "H", "H", "H", "H", "C", "C", "O", "P", "O", "O", "O", "P", "O", "O", "O", "H", "H", "H", "H", "H", "H", "H", "C", "C", "C", "O", "P", "S", "S", "O", "C", "C", "C", "H", "H", "H", "H", "H", "H", "H", "H", "H", "H", "H", "H", "H", "H"], "xyz": [[0.560, -0.520, 0.220], [-0.361, 2.561, -0.123], [0.535, 2.481, 1.071], [0.284, 1.202, 1.743], [-0.987, 1.106, 2.492], [-1.912, 0.066, 1.932], [-3.025, -0.367, 2.617], [-3.831, -1.333, 2.034], [-3.509, -1.827, 0.779], [-2.372, -1.353, 0.159], [-1.904, -1.866, -1.170], [-0.638, -1.240, -1.590], [-0.767, -0.194, -2.616], [-1.111, 1.107, -1.958], [-0.062, 1.405, -0.975], [-1.596, -0.425, 0.721], [-0.216, 3.506, -0.649], [-1.412, 2.502, 0.171], [0.385, 3.332, 1.738], [1.581, 2.480, 0.754], [1.062, 0.998, 2.361], [-1.487, 2.077, 2.494], [-0.785, 0.855, 3.533], [-3.255, 0.037, 3.595], [-4.699, -1.710, 2.560], [-4.117, -2.580, 0.294], [-2.680, -1.700, -1.920], [-1.756, -2.942, -1.084], [0.006, -1.963, -1.900], [-1.522, -0.465, -3.356], [0.188, -0.106, -3.128], [-2.066, 1.044, -1.434], [-1.188, 1.897, -2.708], [0.828, 1.551, -1.455], [3.088, -3.799, 3.181], [2.688, -2.910, 2.006], [3.508, -3.083, 0.869], [2.836, -1.119, 2.417], [1.998, -0.816, 3.723], [4.305, -0.936, 2.889], [2.395, -0.224, 1.239], [0.908, -3.005, 1.520], [0.292, -4.411, 1.882], [0.216, -1.907, 2.303], [0.806, -2.754, 0.016], [4.145, -3.649, 3.399], [2.927, -4.847, 2.922], [2.519, -3.566, 4.085], [3.560, -4.019, 0.639], [1.085, -1.166, 3.575], [4.578, -0.066, 3.216], [0.186, -4.603, 2.823], [3.090, -2.570, -4.038], [4.441, -2.782, -3.393], [5.602, -2.378, -4.272], [4.525, -2.115, -2.081], [4.244, -0.639, -1.638], [5.202, -0.202, -0.065], [2.163, -0.380, -1.600], [4.645, 0.199, -2.910], [4.418, 1.582, -3.351], [3.181, 1.636, -4.225], [4.400, 2.567, -2.202], [3.032, -3.164, -4.951], [2.948, -1.519, -4.308], [2.284, -2.880, -3.372], [4.553, -3.827, -3.113], [5.477, -1.372, -4.668], [5.666, -3.077, -5.108], [6.538, -2.424, -3.716], [5.292, 1.770, -3.971], [2.297, 1.321, -3.665], [3.290, 0.984, -5.094], [3.031, 2.657, -4.581], [3.581, 2.354, -1.510], [4.268, 3.571, -2.608], [5.333, 2.538, -1.642]]}

***

# 6
{"formula": "C19H39IrN4O9P3S2", "method": "the ωB97M-V functional and the def2-TZVPD basis", "multiplicity": 2, "gap_ev": [7.20, 5.42], "e_lumo_ev": [-6.280, -8.048], "relative_energy_kcal_mol": 4.08, "charge": 2, "s2": 0.76, "species": ["Ir", "C", "C", "N", "C", "C", "C", "C", "C", "C", "C", "N", "C", "C", "N", "N", "H", "H", "H", "H", "H", "H", "H", "H", "H", "H", "H", "H", "H", "H", "H", "H", "H", "H", "C", "C", "O", "P", "O", "O", "O", "P", "O", "O", "O", "H", "H", "H", "H", "H", "H", "H", "C", "C", "C", "O", "P", "S", "S", "O", "C", "C", "C", "H", "H", "H", "H", "H", "H", "H", "H", "H", "H", "H", "H", "H", "H"], "xyz": [[-0.185, -0.850, 1.152], [0.060, -3.811, 1.018], [1.079, -3.250, 0.055], [0.664, -1.882, -0.392], [1.809, -1.135, -0.971], [2.594, -0.583, 0.170], [3.925, -0.248, 0.070], [4.571, 0.278, 1.183], [3.864, 0.414, 2.361], [2.528, 0.050, 2.398], [1.713, 0.191, 3.646], [0.421, -0.470, 3.501], [0.239, -1.754, 4.191], [0.643, -2.894, 3.279], [-0.204, -2.802, 2.075], [1.900, -0.423, 1.316], [0.425, -4.742, 1.454], [-0.883, -4.011, 0.513], [1.200, -3.894, -0.816], [2.054, -3.138, 0.532], [-0.082, -1.950, -1.090], [1.403, -0.335, -1.590], [2.413, -1.800, -1.591], [4.447, -0.398, -0.864], [5.614, 0.558, 1.130], [4.334, 0.798, 3.257], [1.555, 1.253, 3.848], [2.268, -0.216, 4.495], [-0.347, 0.161, 3.698], [-0.819, -1.845, 4.442], [0.804, -1.781, 5.124], [0.508, -3.858, 3.774], [1.690, -2.809, 2.980], [-1.183, -2.899, 2.345], [-5.153, 0.622, 0.252], [-4.099, -0.221, 0.965], [-4.678, -1.136, 1.904], [-3.059, 0.789, 2.071], [-2.791, 2.210, 1.492], [-3.938, 0.985, 3.356], [-1.729, 0.157, 2.414], [-3.145, -1.256, -0.211], [-2.457, -0.306, -1.257], [-4.007, -2.335, -0.692], [-1.885, -1.723, 0.574], [-5.770, 1.163, 0.971], [-5.805, -0.035, -0.326], [-4.691, 1.336, -0.435], [-5.172, -1.808, 1.408], [-3.542, 2.785, 1.290], [-4.542, 0.237, 3.505], [-2.964, 0.214, -1.901], [2.712, 2.528, -2.307], [1.776, 3.400, -1.499], [2.025, 4.877, -1.709], [0.389, 3.181, -1.895], [-0.593, 1.963, -1.677], [-2.372, 2.602, -2.046], [-0.014, 1.359, 0.246], [-0.074, 0.741, -2.575], [-0.219, 0.752, -4.045], [1.012, 0.063, -4.593], [-1.495, 0.046, -4.444], [3.742, 2.740, -2.019], [2.607, 2.735, -3.373], [2.516, 1.467, -2.140], [1.853, 3.152, -0.440], [1.932, 5.132, -2.765], [3.031, 5.135, -1.378], [1.309, 5.470, -1.144], [-0.244, 1.797, -4.359], [1.036, -0.982, -4.274], [1.928, 0.559, -4.274], [0.982, 0.075, -5.682], [-1.519, -0.968, -4.040], [-1.538, -0.021, -5.531], [-2.374, 0.596, -4.113]]}

***

Number 1: DFT total energy -5556.805609 Ha. Number 2: DFT total energy -1273.157815 Ha. Number 3: DFT total energy -1671.563538 Ha. Number 4: DFT total energy -2601.328387 Ha. Number 5: DFT total energy -3568.076557 Ha. Number 6: DFT total energy -3568.176437 Ha.